Entry 1:
Here is the molecule C4H9N3O in a non-equilibrium geometry from the Open Molecules 2025 dataset. Energies are from ωB97M-V/def2-TZVPD.

Computed properties:
ΔE to the lowest compared entry with this formula, charge and spin ... 78.40 kcal per mole
Gap between HOMO and LUMO ... 10.003 eV
SMILES ... C=NNC(=O)[C@H](C)N
LUMO ... 0.82 eV

Geometry as ORCA input:
```
! RIJCOSX wB97M-V def2-TZVPD def2/J DEFGRID3
* xyz 0 1
C -1.340 -0.470 1.127
C -1.107 0.016 -0.264
C -0.258 1.330 -0.208
C 2.243 -0.507 -0.129
H -1.923 -1.433 1.234
H -1.674 0.287 1.806
H -0.336 -0.848 1.536
H -2.113 0.395 -0.605
H -0.564 -2.006 -0.753
H -0.796 -0.853 -2.071
H 1.263 2.447 0.025
H 2.963 -1.120 0.556
H 1.743 -0.838 -1.112
N -0.390 -0.970 -1.135
N 1.133 1.520 -0.250
N 2.041 0.639 0.541
O -0.884 2.410 -0.298
*
```



Entry 2:
Here is a cluster of 2 separate species, C4H11N2O3 in total from the Open Molecules 2025 dataset. Energies are from ωB97M-V/def2-TZVPD.

Computed properties:
ΔE to the lowest compared entry with this formula, charge and spin ... 24.24 kcal per mole
Gap between HOMO and LUMO ... 7.547 eV
LUMO ... 3.63 eV

Geometry as ORCA input:
```
! RIJCOSX wB97M-V def2-TZVPD def2/J DEFGRID3
* xyz -1 1
O 1.108 2.598 -2.116
C 0.927 1.595 -1.432
N 1.995 1.018 -0.806
C 2.014 -0.200 -0.019
C -0.469 1.000 -1.283
N -1.036 1.100 0.068
C -1.767 -0.135 0.503
O -1.026 -1.272 0.517
H 2.870 1.509 -0.919
H 2.734 -0.922 -0.416
H 1.018 -0.659 0.042
H 2.288 -0.006 1.022
H -1.104 1.579 -1.954
H -0.485 -0.037 -1.634
H -0.299 1.302 0.734
H -2.624 -0.237 -0.189
H -2.188 0.132 1.493
H -1.156 -3.567 2.161
H -1.325 -2.061 1.722
O -1.474 -2.737 2.506
*
```



Entry 3:
Here is a cluster of 2 separate species, C22H22F4N in total in a non-equilibrium geometry from the Open Molecules 2025 dataset. Energies are from ωB97M-V/def2-TZVPD.

Computed properties:
ΔE to the lowest compared entry with this formula, charge and spin ... 0.00 kcal per mole
Gap between HOMO and LUMO ... 3.983 eV
LUMO ... -6.33 eV

Geometry as ORCA input:
```
! RIJCOSX wB97M-V def2-TZVPD def2/J DEFGRID3
* xyz 1 1
F 0.140 1.223 -5.465
C 0.915 0.907 -4.369
C 1.913 -0.053 -4.532
C 2.632 -0.393 -3.385
F 3.684 -1.271 -3.517
C 2.348 0.123 -2.137
C 1.286 1.072 -1.981
C 0.962 1.456 -0.657
C 0.082 2.480 -0.206
C 0.344 3.058 1.077
C -0.526 3.993 1.605
F -0.312 4.443 2.888
C -1.625 4.490 0.906
C -1.850 3.946 -0.356
F -2.901 4.443 -1.096
C -1.075 2.934 -0.910
C 0.652 1.551 -3.168
H 2.118 -0.510 -5.492
H 2.920 -0.178 -1.259
H 1.544 0.952 0.126
H 1.227 2.738 1.632
H -2.284 5.238 1.334
H -1.379 2.457 -1.840
H -0.035 2.393 -3.136
C -1.263 -3.140 -1.317
C -1.479 -1.606 -1.529
C -1.083 -0.999 -0.237
C -0.751 -1.932 0.712
N -0.356 -1.712 1.971
C 0.132 -2.772 2.835
C 0.635 -2.080 4.109
C 0.385 -0.573 3.936
C -0.178 -0.373 2.516
C -0.807 -3.339 0.138
H -2.186 -3.691 -1.522
H -0.501 -3.503 -2.014
H -0.886 -1.226 -2.371
H -2.529 -1.418 -1.786
H -1.068 0.075 -0.072
H -0.663 -3.502 3.049
H 0.944 -3.323 2.338
H 0.114 -2.479 4.984
H 1.705 -2.277 4.219
H -0.328 -0.198 4.675
H 1.318 -0.012 4.042
H 0.522 0.211 1.898
H -1.121 0.197 2.519
H -1.508 -3.990 0.683
H 0.176 -3.830 0.163
*
```



Entry 4:
Here is a structure of composition C40H59N4O3SSiSr from the Open Molecules 2025 dataset. Energies are from ωB97M-V/def2-TZVPD.

Computed properties:
ΔE to the lowest compared entry with this formula, charge and spin ... 9.30 kcal per mole
Gap between HOMO and LUMO ... 7.951 eV
LUMO ... -2.18 eV

Geometry as ORCA input:
```
! RIJCOSX wB97M-V def2-TZVPD def2/J DEFGRID3
* xyz 1 1
Sr -0.394 0.775 0.885
C -2.269 2.955 2.923
N -2.267 2.813 1.465
C -1.835 4.034 0.785
C -1.521 3.775 -0.668
C -1.813 4.714 -1.639
C -1.458 4.453 -2.954
C -0.852 3.249 -3.256
C -0.618 2.347 -2.231
N -0.922 2.608 -0.954
C -3.583 2.393 0.989
C -3.879 0.931 1.228
C -5.164 0.447 1.024
C -5.396 -0.911 1.143
C -4.341 -1.746 1.478
C -3.107 -1.173 1.697
N -2.861 0.140 1.573
C -0.912 3.361 3.435
C -0.776 4.361 4.385
C 0.495 4.736 4.791
C 1.590 4.114 4.217
C 1.359 3.119 3.283
N 0.141 2.727 2.905
H -2.538 1.984 3.349
H -3.023 3.681 3.257
H -0.927 4.394 1.271
H -2.580 4.837 0.865
H -2.307 5.637 -1.367
H -1.668 5.176 -3.731
H -0.580 2.992 -4.270
H -0.185 1.377 -2.444
H -3.630 2.568 -0.089
H -4.379 3.005 1.437
H -5.961 1.128 0.759
H -6.386 -1.314 0.969
H -4.466 -2.816 1.566
H -2.261 -1.795 1.950
H -1.655 4.845 4.787
H 0.627 5.517 5.528
H 2.601 4.387 4.482
H 2.191 2.602 2.825
C 3.123 -2.064 1.823
C 3.152 -0.882 2.775
C 3.592 0.374 2.019
C 1.840 -0.644 3.505
C 1.805 0.291 4.542
C 0.651 0.540 5.261
C -0.527 -0.146 4.985
C -1.779 0.113 5.778
C -0.489 -1.116 3.990
C 0.669 -1.366 3.252
H 4.106 -2.197 1.370
H 2.406 -1.903 1.017
H 2.862 -2.995 2.330
H 3.904 -1.080 3.545
H 2.885 0.603 1.210
H 4.563 0.222 1.547
H 3.676 1.244 2.670
H 2.713 0.827 4.801
H 0.663 1.283 6.051
H -1.789 -0.475 6.698
H -2.673 -0.152 5.211
H -1.854 1.163 6.066
H -1.372 -1.715 3.813
H 0.659 -2.145 2.500
C 0.147 -5.225 -2.258
C 1.376 -4.330 -2.331
C 2.323 -4.790 -3.429
C 2.094 -4.296 -0.995
O 0.911 -3.024 -2.720
Si 0.527 -1.597 -2.036
S -0.506 -1.763 -0.243
O -0.324 -0.793 -3.201
C -1.314 -1.272 -4.141
C -0.664 -2.144 -5.207
C -2.386 -2.047 -3.384
C -1.910 -0.035 -4.790
O 1.856 -0.640 -1.738
C 2.971 -0.257 -2.579
C 2.804 -0.733 -4.017
C 4.211 -0.882 -1.957
C 3.070 1.261 -2.544
H 0.423 -6.242 -1.976
H -0.353 -5.260 -3.228
H -0.551 -4.833 -1.516
H 2.661 -5.809 -3.237
H 3.201 -4.143 -3.474
H 1.822 -4.765 -4.398
H 2.478 -5.290 -0.759
H 1.417 -3.984 -0.202
H 2.935 -3.603 -1.030
H -0.198 -3.022 -4.769
H 0.102 -1.582 -5.745
H -1.421 -2.467 -5.924
H -1.963 -2.939 -2.920
H -3.185 -2.352 -4.062
H -2.810 -1.428 -2.591
H -1.126 0.554 -5.272
H -2.412 0.583 -4.046
H -2.643 -0.317 -5.546
H 2.738 -1.819 -4.071
H 3.665 -0.411 -4.605
H 1.903 -0.313 -4.464
H 4.133 -1.970 -1.974
H 4.315 -0.562 -0.921
H 5.110 -0.593 -2.503
H 2.235 1.714 -3.076
H 3.995 1.598 -3.015
H 3.065 1.617 -1.510
*
```



Entry 5:
Here is a structure of composition C26H18CoN4Se in a non-equilibrium geometry from the Open Molecules 2025 dataset. Energies are from ωB97M-V/def2-TZVPD.

Computed properties:
Gap between HOMO and LUMO (spin up / spin down) ... 7.111 / 7.122 eV
LUMO (spin up / spin down) ... -4.08 / -4.08 eV

Geometry as ORCA input:
```
! RIJCOSX wB97M-V def2-TZVPD def2/J DEFGRID3
* xyz 1 1
Co -0.121 -0.123 0.300
C -1.328 3.873 -0.233
C -2.605 3.818 0.312
C -3.114 2.610 0.770
C -2.339 1.456 0.681
C -1.059 1.532 0.155
C -0.542 2.723 -0.302
C -2.765 0.126 1.110
C -4.084 -0.220 1.459
C -4.371 -1.513 1.767
C -3.355 -2.495 1.748
C -3.600 -3.857 2.032
C -2.581 -4.763 2.004
C -1.266 -4.339 1.710
C -1.000 -3.031 1.422
C -2.048 -2.084 1.419
N -1.798 -0.774 1.095
H -0.931 4.813 -0.594
H -3.202 4.717 0.390
H -4.102 2.578 1.211
H 0.460 2.781 -0.714
H -4.860 0.532 1.460
H -5.384 -1.804 2.023
H -4.609 -4.168 2.277
H -2.774 -5.807 2.213
H -0.456 -5.058 1.732
H 0.012 -2.703 1.237
C 3.192 -2.885 0.153
C 2.808 -3.659 -0.925
C 1.768 -3.219 -1.736
C 1.132 -2.040 -1.418
N 1.446 -1.331 -0.324
C 2.480 -1.730 0.426
C 0.045 -1.448 -2.230
C -0.085 -1.677 -3.587
C -1.110 -1.049 -4.278
C -1.971 -0.214 -3.589
C -1.766 -0.020 -2.235
N -0.776 -0.617 -1.569
H 4.017 -3.166 0.790
H 3.308 -4.595 -1.138
H 1.442 -3.798 -2.590
H 2.733 -1.109 1.267
H 0.622 -2.314 -4.100
H -1.231 -1.207 -5.342
H -2.783 0.293 -4.091
H -2.409 0.630 -1.657
Se 0.762 0.812 2.312
C 1.002 -0.839 3.084
N 1.176 -1.891 3.531
*
```



Entry 6:
Here is a cluster of 3 separate species, C2H11N3O2 in total in a non-equilibrium geometry from the Open Molecules 2025 dataset. Energies are from ωB97M-V/def2-TZVPD.

Computed properties:
ΔE to the lowest compared entry with this formula, charge and spin ... 28.84 kcal per mole
Gap between HOMO and LUMO ... 9.627 eV
SMILES ... [H]/N=C(\N)NC.O.O
LUMO ... 0.37 eV

Geometry as ORCA input:
```
! RIJCOSX wB97M-V def2-TZVPD def2/J DEFGRID3
* xyz 0 1
C 1.677 -0.376 0.740
N 0.382 -0.283 1.466
C -0.580 0.461 0.854
N -1.943 0.077 1.096
N -0.315 1.481 0.140
H 1.537 0.070 -0.240
H 2.512 0.080 1.275
H 1.931 -1.436 0.710
H 0.082 -1.194 1.775
H -2.554 0.467 1.783
H -2.115 -0.811 0.656
H -1.166 1.980 -0.084
H -2.367 -1.966 -4.545
H -2.995 -2.428 -3.268
O -2.516 -2.772 -4.055
H 3.527 1.906 0.675
H 2.025 2.235 0.681
O 2.877 2.510 0.342
*
```